ORCA calculation (ωB97M-V/def2-TZVPD) on C43H41N7O7Yb as an isolated structure in a non-equilibrium geometry.

The geometry in ORCA input format:
```
! wB97M-V def2-TZVPD RIJCOSX def2/J DEFGRID3
* xyz 1 2
Yb -0.11 0.53 0.74
O -3.49 0.85 -2.44
C -2.66 0.90 -1.43
O -1.57 0.33 -1.41
C -3.09 1.72 -0.27
C -4.26 2.48 -0.20
C -4.50 3.20 0.97
C -3.57 3.15 2.00
C -2.43 2.36 1.84
N -2.21 1.66 0.74
C -1.29 2.26 2.89
O -1.33 2.99 3.86
O -0.39 1.42 2.57
H -3.17 0.29 -3.16
H -4.95 2.49 -1.03
H -5.40 3.78 1.07
H -3.70 3.71 2.91
C 5.68 -3.87 -2.51
C 4.92 -2.69 -3.11
N 4.17 -1.98 -2.09
C 2.89 -2.53 -1.73
C 1.80 -2.15 -2.74
C 4.75 -0.93 -1.48
O 5.82 -0.45 -1.82
C 4.04 -0.34 -0.29
C 4.70 -0.39 0.94
C 4.10 0.19 2.05
C 2.87 0.80 1.89
N 2.24 0.88 0.72
C 2.83 0.33 -0.35
H 6.27 -4.36 -3.28
H 4.99 -4.60 -2.07
H 6.35 -3.52 -1.72
H 4.22 -3.03 -3.88
H 5.63 -1.99 -3.55
H 2.61 -2.18 -0.73
H 2.98 -3.62 -1.67
H 1.91 -1.11 -3.05
H 0.82 -2.28 -2.29
H 1.85 -2.77 -3.63
H 5.65 -0.89 1.02
H 4.57 0.14 3.02
H 2.35 1.24 2.74
H 2.29 0.43 -1.29
C 1.08 5.05 0.81
C 0.90 3.68 0.93
N 0.32 2.93 -0.02
C -0.06 3.55 -1.14
C 0.13 4.91 -1.38
C 0.69 5.68 -0.36
C -0.28 5.54 -2.63
C -0.07 5.08 -3.87
C 0.71 3.91 -4.24
C 0.62 3.39 -5.54
C 1.36 2.25 -5.82
N 2.16 1.70 -4.92
C 2.22 2.30 -3.74
N 1.52 3.34 -3.35
H 1.52 5.60 1.62
H 1.21 3.17 1.83
H -0.57 2.95 -1.88
H 0.83 6.74 -0.49
H -0.79 6.49 -2.52
H -0.46 5.65 -4.71
H -0.01 3.85 -6.29
H 1.32 1.76 -6.78
H 2.91 1.88 -3.02
C -4.64 -5.46 2.38
C -4.48 -4.06 1.90
C -5.60 -3.29 1.61
C -5.48 -1.96 1.23
C -4.22 -1.39 1.16
C -3.09 -2.15 1.43
N -1.81 -1.50 1.36
C -1.12 -1.40 2.60
C -1.84 -1.24 3.79
C -1.17 -1.10 5.00
C 0.21 -1.15 5.05
C 0.93 -1.36 3.89
C 0.29 -1.47 2.66
C 1.13 -1.69 1.42
O 2.24 -2.19 1.50
O 0.59 -1.30 0.31
C -3.20 -3.50 1.77
C -1.98 -4.33 2.02
H -5.69 -5.71 2.51
H -4.13 -5.60 3.33
H -4.21 -6.17 1.67
H -6.58 -3.73 1.70
H -6.36 -1.38 1.01
H -4.10 -0.34 0.92
H -1.21 -2.00 0.69
H -2.92 -1.23 3.76
H -1.74 -0.96 5.90
H 0.72 -1.04 5.99
H 2.01 -1.47 3.91
H -1.73 -4.33 3.08
H -1.11 -3.97 1.47
H -2.16 -5.36 1.71
*
```

Summary:
Energy above the lowest of the compared OMol25 structures with the same formula, charge and spin = 18.3 kcal/mol
HOMO level (spin up / spin down) = -11.024 / -11.024 eV
Strongest force on any atom = 3.403 eV/Å